No. 1
Computed, not measured: a structure of composition C14H20ORuS3, with ωB97M-V/def2-TZVPD.

Output
* total charge: +3
* frontier orbital gap (spin up / spin down): 6.55 / 6.97 eV
* <S²>: 0.7724
* highest occupied orbital energy (spin up / spin down): -19.80 / -20.28 eV
* multiplicity: 2

The geometry in XYZ format:
```
39
Properties=species:S:1:pos:R:3:lowdin_spin:R:1
Ru 0.0090 0.8360 -0.1008 0.77
S 1.4364 -0.3336 -1.8232 -0.03
S -2.0285 -0.5359 -1.6859 -0.02
S -0.2048 -1.4771 0.8969 0.10
O -1.2283 3.0749 -2.0136 0.01
C -1.0054 2.2124 -1.3415 0.01
C 1.0285 -2.4723 -0.0026 0.01
C 0.3851 -1.2744 -2.9766 0.00
C 2.0589 -1.6289 -0.7072 0.00
C 1.1443 2.5067 1.0110 0.00
C 1.9618 0.6557 2.3683 0.07
C -1.7954 -2.2150 0.4625 0.01
C -0.2694 1.5243 2.7167 0.00
C -0.9999 -0.7145 -3.1561 0.00
C 0.7650 0.6461 3.0700 0.06
C -1.0987 3.5999 1.5723 0.00
C 2.1408 1.5548 1.3100 -0.02
C -0.0803 2.5138 1.7435 0.03
C -2.1099 -2.2154 -1.0064 0.00
H 1.5339 -3.0808 0.7497 0.00
H 0.8919 -1.2035 -3.9420 0.00
H -1.0439 4.2640 2.4416 0.00
H 1.3817 3.3425 0.3604 0.00
H 0.6386 -0.0185 3.9164 0.00
H 2.7166 -2.2720 -1.2983 0.00
H -1.5546 -1.3428 -3.8589 0.00
H 2.7706 -0.0003 2.6672 0.00
H 0.4028 -2.3205 -2.6775 0.00
H 3.1080 1.6226 0.8240 0.00
H -0.9701 0.2885 -3.5864 0.00
H -1.8038 -3.2265 0.8766 0.00
H -2.1216 3.2220 1.5896 0.00
H -1.4692 -2.8699 -1.5938 0.00
H 2.6893 -1.0838 -0.0048 0.00
H -2.5189 -1.6200 1.0232 0.00
H -0.9260 4.2223 0.6967 0.00
H 0.4988 -3.1516 -0.6676 0.00
H -1.1925 1.5247 3.2858 0.00
H -3.1407 -2.5540 -1.1392 0.00
```

No. 2
Computed, not measured: a structure of composition C4H5BaLiO5, with ωB97M-V/def2-TZVPD.

Output
* total charge: +3
* frontier orbital gap (spin up / spin down): 9.98 / 8.65 eV
* <S²>: 0.7526
* highest occupied orbital energy (spin up / spin down): -20.31 / -20.31 eV
* multiplicity: 2

The geometry in XYZ format:
```
16
Properties=species:S:1:pos:R:3:lowdin_spin:R:1
Ba 5.2171 -0.3207 0.8659 0.00
O 2.6989 -1.2421 -0.1923 0.00
O -3.2286 -1.2325 1.7997 0.17
O 2.5098 0.8068 0.5249 0.00
O 0.7603 -0.2171 -0.4692 0.00
O -1.7066 -0.4226 0.4336 0.18
C -2.8217 -0.3976 0.9664 0.60
C -1.2101 0.6950 -0.3902 0.02
C 1.9877 -0.1911 -0.0145 0.00
C 0.1219 1.1188 -0.8593 0.00
Li 2.1612 -2.7605 -1.1466 0.00
H 0.4807 1.9766 -0.2798 0.00
H -3.9997 -0.9454 2.3276 0.02
H 0.2798 1.1773 -1.9410 0.00
H -1.4420 0.3864 -1.5124 0.00
H -1.8088 1.5686 -0.1129 0.01
```

No. 3
Computed, not measured: the molecule C4H4OS, with ωB97M-V/def2-TZVPD.

Output
* frontier orbital gap (spin up / spin down): 7.88 / 7.42 eV
* highest occupied orbital energy (spin up / spin down): -8.20 / -8.82 eV
* multiplicity: 1

The geometry in XYZ format:
```
10
Properties=species:S:1:pos:R:3:nbo_charge:R:1
S -2.0248 0.4848 0.1374 0.99
O -3.2753 -0.2778 0.2525 -0.81
C -0.8751 -0.7637 -0.1638 -0.45
C 0.4612 -0.6692 -0.1633 -0.20
C 1.3440 1.6631 -0.2559 -0.08
C 1.3879 0.3830 0.1626 -0.35
H 2.3124 -0.0798 0.5486 0.23
H 1.2954 2.7011 -0.1868 0.21
H -1.4564 -1.6774 -0.2828 0.25
H 0.8307 -1.7641 -0.0483 0.22
```

No. 4
Computed, not measured: a cluster of 7 separate species, C25H70N6O7 in total, with ωB97M-V/def2-TZVPD.

Output
* frontier orbital gap: 9.49 eV
* highest occupied orbital energy: -9.06 eV
* multiplicity: 1
* structure (SMILES): COC[C@H](C)N.COC[C@H](C)N.COC[C@H](C)N.COC[C@H](C)N.COC[C@H](C)N.COC[C@H](C)N.CO

The geometry in XYZ format:
```
108
Properties=species:S:1:pos:R:3:mulliken_charge:R:1
O -26.2688 -16.7806 -0.2412 -0.47
O -26.0900 -12.1023 -0.5873 -0.46
O -19.3493 -10.5441 -1.2342 -0.40
O -17.5422 -13.9605 3.2661 -0.27
O -26.3459 -22.5403 3.0740 -0.36
O -22.2120 -14.5538 3.1540 -0.44
O -21.3640 -19.6992 -0.8876 -0.38
N -25.3353 -19.0576 3.7213 -0.42
N -22.3818 -11.0940 -1.6854 -0.69
N -28.2460 -12.7488 1.1016 -0.71
N -22.2116 -18.1263 4.1123 -0.44
N -20.8322 -21.6771 1.6275 -0.82
N -15.0897 -15.3358 3.6221 -0.76
C -26.4660 -21.1433 3.2641 -0.64
C -22.1560 -19.6877 -2.0667 -0.72
C -20.1510 -19.2919 1.6542 -1.66
C -25.7266 -10.8117 -0.1327 -0.61
C -20.3586 -10.8149 -0.2629 -0.82
C -21.9812 -13.7355 2.0546 -0.71
C -26.9162 -14.3486 2.3559 -1.35
C -22.1192 -20.1669 0.2084 -0.27
C -19.6310 -9.5211 -2.1710 -0.60
C -15.5642 -14.2906 4.5547 0.40
C -26.0028 -17.7276 0.7703 -0.14
C -25.0794 -20.8604 5.4046 -1.60
C -20.6767 -16.3853 4.7983 -1.71
C -21.2812 -20.2803 1.4772 1.68
C -21.4778 -11.7583 -0.7472 1.67
C -25.2395 -20.5179 3.9186 1.58
C -25.4869 -22.8982 2.0362 -0.35
C -20.8678 -13.0077 -1.3236 -1.42
C -18.6284 -13.1393 2.9214 -0.42
C -22.2157 -15.9225 2.8761 0.03
C -16.4388 -13.2855 3.8462 -0.72
C -25.9280 -13.1431 0.3313 0.50
C -26.8698 -13.0770 1.5626 0.45
C -22.0604 -16.6878 4.1842 0.35
C -14.3682 -13.5570 5.1394 -1.48
H -23.0324 -16.2695 2.2231 0.30
H -28.5375 -13.4407 0.4102 0.26
H -28.2811 -11.8912 0.5590 0.31
H -14.5690 -14.8270 2.9026 0.30
H -21.6904 -13.6383 -1.6829 0.39
H -22.0688 -11.9015 0.1635 -0.58
H -26.2968 -14.0160 -0.2147 0.15
H -26.6411 -12.1766 2.1387 0.28
H -20.2699 -12.8150 -2.2151 0.33
H -23.1738 -11.6964 -1.8837 0.24
H -24.6318 -22.2333 1.8762 -0.06
H -24.6616 -10.8640 0.1173 0.15
H -24.9138 -21.9360 5.5049 0.37
H -25.9059 -20.5629 6.0465 0.35
H -20.3555 -21.8149 2.5115 0.27
H -21.9613 -20.1520 2.3387 -0.61
H -25.9765 -14.4082 2.9234 0.29
H -20.3510 -9.9216 -2.8889 0.22
H -21.1183 -14.0352 1.4455 0.30
H -21.8795 -10.9471 -2.5508 0.23
H -26.3016 -10.5688 0.7673 0.34
H -19.8806 -16.6664 4.0994 0.33
H -20.2763 -13.6147 -0.6358 0.31
H -21.9302 -12.6689 2.2644 0.48
H -22.8232 -13.8500 1.3488 0.09
H -20.5433 -17.1206 5.5971 0.48
H -13.7992 -13.0060 4.3943 0.35
H -19.5466 -13.6842 3.1583 -0.07
H -25.8989 -10.0174 -0.8520 0.26
H -24.3165 -20.7372 3.3808 -0.69
H -25.9954 -22.9923 1.0622 0.29
H -22.9967 -18.9912 -1.9852 0.25
H -22.9261 -19.4359 0.3797 -0.09
H -25.0895 -23.9060 2.1975 0.28
H -26.2284 -18.7772 0.5479 0.35
H -13.7625 -14.2615 5.7132 0.38
H -20.3935 -18.2300 1.6768 0.20
H -16.1471 -14.7935 5.3286 0.30
H -19.5214 -19.5223 2.5146 0.46
H -18.6308 -12.9026 1.8523 0.21
H -15.9244 -12.6182 3.1415 0.34
H -19.8983 -11.2060 0.6458 0.16
H -22.4501 -20.7019 -2.3382 0.31
H -26.1971 -18.5521 3.8731 0.26
H -24.8808 -13.2774 0.6233 -0.31
H -21.6343 -22.2912 1.6098 0.26
H -27.6428 -14.3758 3.1685 0.47
H -22.6896 -21.0872 0.0248 0.41
H -26.8200 -20.6192 2.3662 0.27
H -18.7026 -12.2239 3.5186 0.37
H -24.9319 -17.8035 0.9842 -0.19
H -27.0038 -15.2811 1.8014 0.01
H -21.3700 -16.2075 2.2247 0.13
H -20.5367 -15.3774 5.1708 0.35
H -20.0051 -8.6152 -1.6926 0.30
H -24.6376 -18.5782 4.2688 0.19
H -18.7541 -9.3078 -2.7794 0.26
H -26.9324 -17.1486 -0.8303 0.28
H -16.7724 -12.5364 4.5841 0.37
H -24.1743 -20.3401 5.7243 0.41
H -15.8951 -15.6564 3.0855 0.32
H -21.4721 -18.5619 3.5705 0.05
H -22.7390 -16.3102 4.9538 0.30
H -14.6934 -12.8779 5.9348 0.38
H -26.5171 -17.4119 1.6821 0.10
H -20.7198 -9.8331 0.0681 0.46
H -23.0638 -18.4580 3.6807 -0.14
H -21.5039 -19.2588 -2.8292 0.27
H -27.3248 -21.0011 3.9303 0.35
H -19.5233 -19.3691 0.7593 0.42
```

No. 5
Computed, not measured: a structure of composition C8H9O8PPm, with ωB97M-V/def2-TZVPD.

Output
* total charge: +3
* frontier orbital gap (spin up / spin down): 6.08 / 6.28 eV
* <S²>: 6.0096
* highest occupied orbital energy (spin up / spin down): -20.34 / -20.37 eV
* multiplicity: 5

The geometry in XYZ format:
```
27
Properties=species:S:1:pos:R:3:lowdin_spin:R:1
Pm -0.2160 -0.7336 -1.7350 4.05
P 0.4691 0.1718 0.8325 -0.01
O -3.2084 1.0024 -1.5829 0.00
O -1.3161 -3.8591 -2.8406 0.00
O 1.8521 -0.9155 0.7757 0.00
O -0.2668 0.7474 -5.1641 0.00
O -1.1830 1.0594 0.7606 -0.01
O 0.9638 2.8719 -1.4771 0.00
O 3.1677 -0.9364 -2.5257 0.01
O 0.6669 0.5551 2.4314 0.00
C -0.9594 -2.8097 -2.5984 -0.01
C -0.9572 2.4740 0.9175 0.00
C 0.6165 1.7910 -1.6748 -0.01
C -0.2268 0.3352 -4.0751 -0.01
C -0.2874 0.0920 3.4189 0.00
C 2.0347 -0.7296 -2.3949 -0.01
C -2.1844 0.5302 -1.7997 -0.01
C 1.4136 -2.2527 1.1494 0.00
H -1.2200 2.9704 -0.0121 0.00
H -1.3221 0.0946 3.0269 0.00
H -0.1929 0.7782 4.2536 0.00
H -0.0354 -0.9322 3.7325 0.00
H 1.3156 -2.3392 2.2372 0.00
H -1.6296 2.7473 1.7222 0.00
H 0.4258 -2.5172 0.6901 0.00
H 0.0946 2.7080 1.1858 0.00
H 2.1848 -2.9036 0.7462 0.00
```

No. 6
Computed, not measured: a structure of composition C16H24AgO8, with ωB97M-V/def2-TZVPD.

Output
* total charge: +1
* frontier orbital gap: 5.13 eV
* highest occupied orbital energy: -11.80 eV
* multiplicity: 1

The geometry in XYZ format:
```
49
Properties=species:S:1:pos:R:3:nbo_charge:R:1
Ag 0.9671 -2.7347 0.7054 1.00
O 2.2877 2.5592 2.7757 -0.61
O -1.9660 0.4301 -3.4633 -0.60
O 5.2522 -2.9014 -2.9771 -0.60
O -2.2235 -2.6539 5.4497 -0.62
O -2.6586 0.0630 -5.4912 -0.46
O 3.2306 4.6064 2.9902 -0.48
O 7.1802 -2.9044 -4.3798 -0.48
O -3.7840 -1.8025 6.7233 -0.45
C 2.2140 3.7975 2.9034 0.80
C 7.5479 -2.3876 -5.6817 -0.07
C 5.1595 -1.9126 -5.2126 -0.53
C -3.1425 -2.7962 6.2672 0.78
C -3.8430 0.2259 -6.1445 -0.08
C -4.9333 -3.7454 7.3421 -0.43
C 1.0217 4.6886 3.1099 -0.52
C 6.1837 -2.0419 -6.3248 -0.44
C -4.8427 0.7863 -5.2048 -0.48
C 2.9304 5.9851 3.4338 -0.08
C 1.5421 6.1057 3.1072 -0.44
C 5.8475 -2.6360 -4.0801 0.80
C -4.8432 -2.2263 7.5840 -0.07
C -2.9096 0.2498 -4.2288 0.78
C -4.4137 0.2220 -3.8977 -0.54
C -3.4922 -4.0477 6.9813 -0.53
H 0.5849 4.3887 4.0624 0.24
H 1.3434 6.4153 2.0812 0.21
H 5.8524 -2.6957 -7.1315 0.22
H 3.0578 6.1586 4.5023 0.20
H -2.8639 -4.2213 7.8549 0.25
H 6.1266 -1.0516 -6.7765 0.22
H 3.3692 6.7589 2.8040 0.21
H -4.6105 -2.0665 8.6368 0.18
H 4.1490 -2.1603 -5.5376 0.25
H -4.0170 -0.8323 -6.3398 0.18
H 5.0507 -0.8455 -5.0192 0.24
H -5.2510 -4.1494 8.3034 0.23
H -4.6034 0.9758 -3.1336 0.25
H 8.2059 -1.5204 -5.7385 0.20
H -3.5772 0.8319 -7.0106 0.21
H 0.3372 4.5137 2.2799 0.24
H -5.2414 1.8006 -5.1865 0.25
H -5.6647 -1.5455 7.3609 0.21
H 8.0304 -3.2354 -6.1680 0.20
H -5.7870 0.4185 -5.6060 0.24
H -4.7131 -0.6945 -3.3892 0.25
H 1.0056 6.7125 3.8366 0.23
H -5.7184 -3.9074 6.6035 0.22
H -3.3776 -4.9778 6.4247 0.25
```

The calculation returns the following energy above the lowest of the compared OMol25 structures with the same formula, charge and spin values, one per record and in order: 17.1, 37.8, 119.8, 57.1, 121.9, 99.4 kcal per mole.